Record 1
This record from the OMol25 dataset describes one molecule with the formula C17H14F4O2S. The level of theory is wB97M-V/def2-TZVPD.

## Properties
**M**: 358.36 g/mol
**DFT total energy**: -1604.3604 hartree
**SMILES**: CC[C@H](O)[C@]1(O)c2ccc(F)cc2Sc2ccc(C(F)(F)F)cc21
**E_HOMO**: -0.309 Eh
**Orbital gap**: 8.890 eV
**E_LUMO**: 0.01737 Ha
**Energy above the lowest of the compared OMol25 structures with the same formula, charge and spin**: 0.00 kcal/mol

```
38
C17H14F4O2S (wB97M-V/def2-TZVPD)
C 1.654 -2.929 -1.911
C 0.826 -2.113 -0.905
C 1.485 -0.761 -0.610
O 2.757 -1.000 0.041
C 0.634 0.176 0.293
O 1.426 1.294 0.582
C 0.266 -0.402 1.690
C 1.237 -0.428 2.707
C 0.941 -0.910 3.998
C -0.326 -1.481 4.240
F -0.623 -2.035 5.414
C -1.271 -1.499 3.248
C -1.006 -0.961 1.983
S -2.334 -0.937 0.819
C -1.845 0.334 -0.343
C -2.865 0.913 -1.115
C -2.582 1.983 -1.922
C -1.298 2.506 -2.027
C -0.942 3.706 -2.920
F -1.981 4.106 -3.689
F -0.470 4.711 -2.114
F 0.096 3.307 -3.684
C -0.260 1.896 -1.291
C -0.507 0.795 -0.464
H 1.211 -3.892 -2.083
H 1.728 -2.377 -2.852
H 2.682 -3.163 -1.570
H -0.176 -1.994 -1.287
H 0.708 -2.651 0.049
H 1.682 -0.274 -1.580
H 3.043 -0.132 0.398
H 0.879 1.941 1.080
H 2.240 -0.055 2.529
H 1.709 -0.922 4.784
H -2.205 -2.007 3.499
H -3.870 0.491 -1.110
H -3.389 2.446 -2.448
H 0.746 2.320 -1.431
```


Record 2
This record from the OMol25 dataset describes C19H40N4O6Si4Sr as an isolated structure. The level of theory is wB97M-V/def2-TZVPD.

## Properties
**M**: 620.51 g/mol
**DFT total energy**: -2607.1215 hartree
**E_HOMO**: -0.246 Eh
**Orbital gap**: 5.934 eV
**E_LUMO**: -0.02781 Ha
**Energy above the lowest of the compared OMol25 structures with the same formula, charge and spin**: 1.88 kcal/mol

```
74
C19H40N4O6Si4Sr (wB97M-V/def2-TZVPD)
Sr -0.542 2.277 0.202
N -0.342 3.498 2.603
C -1.801 3.660 2.481
C -2.104 4.565 1.260
C -3.088 3.981 0.224
N -2.562 4.238 -1.129
H -0.117 2.778 3.282
H 0.091 4.364 2.904
H -2.274 4.056 3.381
H -2.209 2.654 2.328
H -1.153 4.750 0.734
H -2.424 5.555 1.584
H -4.084 4.390 0.416
H -3.172 2.886 0.322
H -2.518 5.238 -1.293
H -3.199 3.858 -1.820
C -0.667 -0.526 -3.781
Si 0.233 -1.342 -2.333
C -1.117 -2.170 -1.302
C 1.306 -2.721 -3.044
Si 1.375 0.293 -1.120
Si 3.093 1.108 -2.465
C 4.321 -0.149 -3.150
C 4.101 2.368 -1.475
C 2.397 2.030 -3.962
Si 2.458 -0.712 0.693
C 4.117 -1.522 0.301
C 1.404 -2.028 1.539
C 2.809 0.619 1.995
H -1.225 -1.268 -4.360
H 0.027 -0.023 -4.458
H -1.378 0.220 -3.420
H -1.650 -2.909 -1.909
H -1.843 -1.426 -0.967
H -0.716 -2.681 -0.425
H 0.689 -3.485 -3.525
H 1.897 -3.204 -2.263
H 2.003 -2.332 -3.789
H 4.805 -0.713 -2.351
H 5.100 0.356 -3.729
H 3.827 -0.867 -3.807
H 4.580 1.902 -0.611
H 3.469 3.179 -1.104
H 4.887 2.811 -2.094
H 1.877 1.346 -4.637
H 3.200 2.510 -4.529
H 1.685 2.803 -3.663
H 4.005 -2.309 -0.448
H 4.547 -1.970 1.202
H 4.835 -0.796 -0.088
H 1.299 -2.915 0.910
H 0.405 -1.646 1.756
H 1.864 -2.336 2.482
H 3.394 1.440 1.570
H 3.366 0.213 2.845
H 1.866 1.020 2.376
O -0.914 0.597 2.046
C -1.897 0.111 1.431
O -2.428 0.693 0.444
C -2.422 -1.232 1.857
C -3.429 -1.848 1.127
C -3.846 -3.109 1.506
C -3.305 -3.782 2.584
C -2.314 -3.132 3.291
C -1.856 -1.873 2.949
N -1.716 -3.817 4.455
O -2.078 -4.952 4.682
O -0.841 -3.230 5.057
N -4.912 -3.771 0.728
O -5.229 -4.894 1.058
O -5.391 -3.152 -0.199
H -3.862 -1.353 0.271
H -3.641 -4.769 2.860
H -1.063 -1.401 3.508
```


Record 3
This record from the OMol25 dataset describes C27H37CoN4O3Si as an isolated structure. The level of theory is wB97M-V/def2-TZVPD.

## Properties
**M**: 552.64 g/mol
**DFT total energy**: -3167.9513 hartree
**Spin multiplicity**: 2
**E_HOMO (spin up / spin down)**: -0.365 / -0.368 Eh
**Orbital gap (spin up / spin down)**: 6.576 / 6.646 eV
**Net charge**: +1
**E_LUMO (spin up / spin down)**: -0.12347 / -0.12365 Ha
**Energy above the lowest of the compared OMol25 structures with the same formula, charge and spin**: 3.01 kcal/mol

```
73
C27H37CoN4O3Si (wB97M-V/def2-TZVPD)
Co -0.715 1.049 -0.539
C 4.879 4.372 -3.075
C 3.903 3.461 -2.379
C 4.210 2.150 -2.105
C 3.306 1.270 -1.463
C 3.741 -0.045 -1.233
N 3.291 -0.996 -0.448
C 2.306 -0.975 0.631
C 2.705 -2.043 1.658
C 1.656 -2.262 2.751
N 1.479 -1.037 3.532
C 0.444 -0.238 3.377
C -0.835 -0.665 2.977
C -1.475 -1.829 3.439
C -2.770 -2.124 3.074
C -3.488 -3.314 3.651
C -3.391 -1.300 2.124
C -2.755 -0.217 1.542
C -3.325 0.438 0.389
N -2.617 1.068 -0.463
C -3.232 1.764 -1.575
C -3.058 3.289 -1.396
C -1.887 3.656 -0.474
N -0.663 2.930 -0.795
C 0.350 3.615 -1.179
C 1.663 3.097 -1.468
C 2.631 3.925 -2.019
C 1.969 1.728 -1.197
O 1.106 0.908 -0.794
C -1.462 0.190 2.013
O -0.824 1.177 1.547
H 5.882 3.950 -3.081
H 4.573 4.530 -4.111
H 4.921 5.348 -2.592
H 5.193 1.772 -2.368
H 4.628 -0.342 -1.785
H 3.746 -1.890 -0.568
H 2.308 0.018 1.078
H 1.296 -1.152 0.241
H 2.838 -3.003 1.151
H 3.662 -1.776 2.119
H 0.700 -2.516 2.298
H 1.968 -3.082 3.397
H 2.331 -0.621 3.882
H 0.602 0.827 3.520
H -0.965 -2.469 4.152
H -2.826 -3.894 4.293
H -4.346 -3.002 4.249
H -3.858 -3.971 2.862
H -4.392 -1.554 1.787
H -4.397 0.329 0.210
H -2.726 1.440 -2.486
H -4.292 1.512 -1.670
H -2.918 3.751 -2.374
H -3.961 3.713 -0.956
H -1.720 4.736 -0.520
H -2.145 3.397 0.553
H 0.229 4.694 -1.293
H 2.376 4.965 -2.201
C 0.323 -2.776 -2.421
Si -1.034 -2.245 -1.202
C -1.101 -3.565 0.160
C -2.681 -2.282 -2.142
O -0.735 -0.817 -0.569
H 0.036 -3.703 -2.924
H 1.274 -2.954 -1.909
H 0.486 -2.013 -3.185
H -1.420 -4.526 -0.254
H -1.807 -3.282 0.944
H -0.120 -3.716 0.623
H -2.840 -3.253 -2.618
H -2.703 -1.520 -2.925
H -3.522 -2.100 -1.466
```


Record 4
This record from the OMol25 dataset describes one molecule with the formula C9H14OS. The level of theory is wB97M-V/def2-TZVPD.

## Properties
**M**: 170.28 g/mol
**DFT total energy**: -824.6712 hartree
**SMILES**: C=C1C(C)=C(C)S[C@]1(C)OC
**E_HOMO**: -0.283 Eh
**Orbital gap**: 8.529 eV
**E_LUMO**: 0.03041 Ha
**Energy above the lowest of the compared OMol25 structures with the same formula, charge and spin**: 50.72 kcal/mol

```
25
C9H14OS (wB97M-V/def2-TZVPD)
C 1.297 1.706 -0.334
C 0.576 0.600 -0.090
C 0.757 -0.759 -0.599
C 2.067 -1.273 -1.275
C -0.285 -1.538 -0.250
C -0.471 -3.067 -0.224
S -1.570 -0.806 0.682
C -0.658 0.784 0.857
C -0.346 1.029 2.369
O -1.567 1.851 0.587
C -1.882 2.097 -0.762
H 1.098 2.702 0.243
H 2.045 1.673 -1.023
H 2.758 -0.533 -1.184
H 1.865 -1.654 -2.280
H 2.508 -2.135 -0.724
H -1.342 -3.314 0.301
H 0.495 -3.442 0.187
H -0.508 -3.515 -1.318
H -1.296 1.297 2.722
H 0.301 1.845 2.376
H 0.033 0.140 2.765
H -2.333 3.047 -0.633
H -2.532 1.191 -1.019
H -1.009 2.074 -1.375
```


Record 5
This record from the OMol25 dataset describes one molecule with the formula C6H9N. The level of theory is wB97M-V/def2-TZVPD.

## Properties
**M**: 95.14 g/mol
**DFT total energy**: -288.7171 hartree
**SMILES**: [H]/N=C(C)/C=C\C=C
**E_HOMO**: -0.323 Eh
**Orbital gap**: 9.145 eV
**E_LUMO**: 0.01317 Ha
**Energy above the lowest of the compared OMol25 structures with the same formula, charge and spin**: 40.72 kcal/mol

```
16
C6H9N (wB97M-V/def2-TZVPD)
H 1.975 -0.009 -1.417
N 1.090 0.228 -0.965
C 0.632 -0.789 -0.339
C 1.335 -2.132 -0.323
C -0.629 -0.735 0.426
C -1.407 0.303 0.798
C -1.346 1.763 0.648
C -0.589 2.529 -0.146
H 1.799 -2.313 0.654
H 0.634 -2.953 -0.508
H 2.117 -2.166 -1.087
H -0.973 -1.711 0.768
H -2.277 0.000 1.382
H -2.061 2.274 1.293
H 0.136 2.107 -0.832
H -0.700 3.610 -0.100
```


Record 6
This record from the OMol25 dataset describes a 2-piece molecular cluster, C6H12N2 overall. The level of theory is wB97M-V/def2-TZVPD.

## Properties
**M**: 112.18 g/mol
**DFT total energy**: -345.2568 hartree
**SMILES**: CN(C)C#N.C=CC
**E_HOMO**: -0.334 Eh
**Orbital gap**: 9.858 eV
**E_LUMO**: 0.02788 Ha
**Energy above the lowest of the compared OMol25 structures with the same formula, charge and spin**: 44.61 kcal/mol

```
20
C6H12N2 (wB97M-V/def2-TZVPD)
C 1.203 -1.293 0.984
N 0.197 -1.327 -0.104
C 0.799 -1.231 -1.456
C -1.002 -1.945 0.064
N -1.956 -2.588 0.223
H 1.591 -2.295 1.182
H 0.735 -0.920 1.901
H 2.036 -0.632 0.733
H 1.597 -0.484 -1.473
H 1.203 -2.197 -1.765
H 0.032 -0.931 -2.177
C -0.318 2.130 -1.067
C -0.930 1.375 -0.140
C -0.857 1.662 1.327
H 0.326 2.956 -0.785
H -0.425 1.911 -2.124
H -1.703 0.632 -0.437
H -1.283 0.826 1.892
H 0.181 1.791 1.648
H -1.428 2.560 1.575
```


Record 7
This record from the OMol25 dataset describes one molecule with the formula C5H5FO. The level of theory is wB97M-V/def2-TZVPD.

## Properties
**M**: 100.09 g/mol
**DFT total energy**: -368.4146 hartree
**SMILES**: C#C[C@H]1O[C@@H]1CF
**E_HOMO**: -0.362 Eh
**Orbital gap**: 10.455 eV
**E_LUMO**: 0.02174 Ha
**Energy above the lowest of the compared OMol25 structures with the same formula, charge and spin**: 115.43 kcal/mol

```
12
C5H5FO (wB97M-V/def2-TZVPD)
C -0.092 -1.529 -2.564
C -0.128 -1.586 -1.181
C 0.048 -1.033 0.278
O 1.297 -0.302 0.510
C 0.157 0.444 0.156
C -0.218 1.345 1.303
F 0.600 2.510 1.456
H 0.192 -1.551 -3.649
H -0.533 -1.386 1.130
H 0.181 0.778 -0.870
H -0.080 0.797 2.224
H -1.423 1.513 1.206
```


Record 8
This record from the OMol25 dataset describes a 2-piece molecular cluster, C2H5F2N overall. The level of theory is wB97M-V/def2-TZVPD.

## Properties
**M**: 81.06 g/mol
**DFT total energy**: -333.6493 hartree
**SMILES**: N=C(F)F.C
**E_HOMO**: -0.418 Eh
**Orbital gap**: 12.212 eV
**E_LUMO**: 0.03079 Ha
**Energy above the lowest of the compared OMol25 structures with the same formula, charge and spin**: 32.98 kcal/mol

```
10
C2H5F2N (wB97M-V/def2-TZVPD)
N 1.160 0.917 -0.845
C 0.344 1.704 -0.446
F -0.956 1.626 -0.603
F 0.614 2.765 0.340
H 2.111 1.105 -0.715
C -0.602 -1.666 0.503
H -0.410 -0.706 -0.233
H -1.083 -2.532 -0.139
H 0.215 -2.068 1.069
H -1.393 -1.146 1.070
```


| no. | F_max (Eh/bohr) |
| --- | --- |
| 1 | 0.0448 |
| 2 | 0.0136 |
| 3 | 0.0184 |
| 4 | 0.0917 |
| 5 | 0.0067 |
| 6 | 0.0302 |
| 7 | 0.1980 |
| 8 | 0.0866 |